No. 1
Density functional theory data (wB97M-V/def2-TZVPD) for a 4-piece molecular cluster, C25H54O4 overall in a non-equilibrium geometry.

## Properties
E = -1285.88692 Ha
Largest force on an atom = 4.705 eV Å⁻¹
SMILES string = CCC(=O)OCCC(=O)OC.CCCCCC.CCCCCC.CCCCCC
LUMO energy = 0.62 eV
Molar mass = 418.7 g/mol

The geometry in XYZ format:
```
83
Properties=species:S:1:pos:R:3:forces:R:3
C 0.82257 5.19496 -4.80699 0.1851 -0.6658 -0.3278
C 0.46093 3.71066 -4.94744 0.8479 0.1261 -0.2514
C 0.53654 2.91395 -3.67236 2.0426 1.0864 -1.9414
O -0.42179 2.62214 -3.09959 -3.6844 -1.2158 2.4459
O 1.75554 2.48218 -3.22357 0.5841 0.3922 -0.4960
C 2.43014 3.42305 -2.39164 0.4328 0.0937 0.7097
C 3.90077 3.08097 -2.42831 -0.4963 -0.6500 0.0249
C 4.63778 3.84205 -3.47904 1.3737 -3.0005 1.6336
O 4.26658 4.82568 -3.94962 -1.5832 3.9713 -1.9635
O 5.80028 3.25601 -3.87389 0.2316 -0.6936 0.0620
C 5.68125 2.60558 -5.14857 0.2911 0.1199 0.0569
H 0.84626 5.61020 -5.80360 -0.2329 0.3445 -0.2526
H 1.83042 5.30322 -4.43656 0.1918 0.2108 0.2848
H 0.10074 5.71799 -4.19695 -0.0635 0.2221 0.2035
H 1.13162 3.25818 -5.67222 0.2104 -0.0858 -0.1219
H -0.53799 3.61633 -5.33965 -0.4065 -0.1127 0.0467
H 2.28801 4.45280 -2.69477 -0.1716 0.1055 -0.2756
H 2.07271 3.35054 -1.37078 -0.3200 -0.2327 0.2129
H 4.34719 3.14999 -1.44456 0.3710 0.2623 0.1214
H 3.94989 2.03322 -2.70365 0.2084 -0.3357 0.0712
H 5.94039 1.55854 -5.04557 0.1754 -0.1483 0.1148
H 6.35370 3.09353 -5.83998 0.1276 0.0308 -0.2388
H 4.67239 2.65942 -5.53536 -0.2999 0.1545 -0.0728
C 6.95126 0.64240 -0.48281 -0.1468 0.0660 -0.0174
C 6.62476 1.54480 0.70282 0.1102 0.0039 -0.0662
C 7.28831 1.10314 2.00605 -0.0412 0.0492 0.0619
C 6.86598 -0.27772 2.51001 0.0118 -0.0522 -0.0670
C 5.36564 -0.44972 2.74207 0.0327 0.0246 0.1285
C 4.80653 0.48426 3.81133 -0.0971 -0.0510 -0.0898
H 6.59171 -0.37593 -0.32684 0.0272 -0.0071 -0.0035
H 6.47996 1.02266 -1.39138 0.0487 -0.0301 -0.0339
H 8.02854 0.60308 -0.65560 -0.0006 -0.0360 0.0063
H 5.53957 1.60444 0.83117 0.0053 -0.0053 0.0350
H 6.96157 2.55918 0.47058 -0.0375 0.0138 0.0243
H 7.08415 1.85176 2.77683 0.0044 -0.0182 0.0088
H 8.37418 1.10411 1.86842 -0.0044 0.0104 -0.0194
H 7.39528 -0.48006 3.44653 -0.0182 -0.0053 0.0061
H 7.20368 -1.04294 1.80525 0.0140 0.0159 -0.0019
H 5.17970 -1.48256 3.04798 -0.0106 -0.0070 -0.0454
H 4.81718 -0.30506 1.80707 0.0255 -0.0141 -0.0155
H 5.31082 0.32791 4.76716 0.0230 0.0387 -0.0063
H 3.74172 0.29940 3.96194 0.0099 0.0257 0.0349
H 4.91979 1.53319 3.53293 0.0187 0.0028 0.0230
C -1.39758 -0.64519 -2.69433 -0.0801 -0.0336 -0.0583
C -2.63988 0.20829 -2.45991 0.0874 0.0142 -0.0316
C -2.73239 0.76531 -1.04153 -0.0616 0.0411 0.0265
C -2.83531 -0.28839 0.06280 0.0693 -0.0512 -0.0213
C -4.01504 -1.25018 -0.06785 -0.0469 0.0855 0.1162
C -5.37135 -0.55606 0.00545 -0.0207 -0.1630 -0.0579
H -1.38732 -1.52948 -2.05397 0.0165 0.0010 -0.0021
H -1.36037 -0.99026 -3.72952 0.0400 -0.0153 0.0133
H -0.49161 -0.06851 -2.49915 -0.0062 -0.0011 0.0293
H -3.53518 -0.37326 -2.70102 -0.0128 0.0065 0.0365
H -2.62284 1.04807 -3.15777 -0.0110 0.0055 0.0152
H -3.59139 1.44041 -0.98325 0.0020 -0.0083 0.0206
H -1.85153 1.38489 -0.84957 0.0053 0.0024 -0.0482
H -2.90361 0.22672 1.02694 -0.0174 -0.0180 0.0062
H -1.90940 -0.86984 0.10028 0.0054 0.0173 -0.0083
H -3.95550 -1.98342 0.74223 0.0213 -0.0400 -0.0415
H -3.94404 -1.81761 -0.99984 0.0367 0.0084 0.0018
H -5.48349 -0.01834 0.94973 0.0041 0.0363 -0.0223
H -6.17662 -1.29061 -0.05942 -0.0383 0.0513 0.0172
H -5.50870 0.15319 -0.81194 0.0041 0.0225 0.0222
C -3.98281 -3.32502 3.79676 0.0321 -0.1418 0.0328
C -4.78945 -4.41481 3.09759 0.0156 0.1363 -0.0446
C -6.16585 -3.94393 2.62871 -0.0214 -0.0776 -0.0576
C -7.11337 -3.49045 3.74003 0.0618 0.0598 0.0523
C -7.39495 -4.53743 4.81655 -0.1141 -0.0181 -0.0676
C -8.08157 -5.78955 4.27914 0.0645 -0.0194 0.1226
H -4.47549 -2.97721 4.70608 0.0029 0.0276 -0.0125
H -2.99931 -3.70362 4.07975 0.0139 0.0631 0.0124
H -3.83565 -2.46686 3.13716 -0.0234 0.0271 0.0313
H -4.88794 -5.28026 3.75875 -0.0245 -0.0053 -0.0128
H -4.22697 -4.75935 2.22541 -0.0215 -0.0401 0.0079
H -6.63476 -4.74886 2.05536 -0.0199 0.0176 0.0007
H -6.03478 -3.11333 1.92703 0.0183 -0.0047 -0.0016
H -8.06100 -3.18738 3.28329 -0.0065 -0.0108 0.0131
H -6.71211 -2.59215 4.21811 0.0081 0.0007 -0.0190
H -8.03671 -4.08612 5.57796 0.0389 0.0069 0.0228
H -6.46866 -4.81813 5.32542 0.0125 0.0301 -0.0089
H -9.03160 -5.53851 3.80276 0.0189 -0.0056 -0.0403
H -8.28979 -6.48972 5.08987 -0.0243 -0.0176 -0.0335
H -7.46037 -6.31053 3.54905 -0.0197 0.0071 -0.0195
```
Forces are in eV/Å.

No. 2
Density functional theory data (wB97M-V/def2-TZVPD) for a 2-piece molecular cluster, FH3N2 overall in a non-equilibrium geometry.

## Properties
E = -210.94576 Ha
Largest force on an atom = 3.519 eV Å⁻¹
LUMO energy (spin up / spin down) = -0.21 / -0.21 eV
Molar mass = 50.0 g/mol

The geometry in XYZ format:
```
6
Properties=species:S:1:pos:R:3:forces:R:3
N 0.30557 0.00472 0.22199 1.0071 -2.0015 0.6354
N -0.19184 0.23979 -1.02056 -0.7445 1.2650 -0.7637
F -1.64882 0.16689 -0.90216 0.9800 -0.2059 0.5470
H 1.27707 -0.30441 -0.11611 -0.8031 1.7944 1.0838
H 0.06183 -0.99316 0.45564 -0.8459 1.3041 1.2494
H 0.19618 0.88619 1.36119 0.4064 -2.1560 -2.7519
```
Forces are in eV/Å.